Here is 2 unconnected molecules or ions with the total composition C39H50N4P in a non-equilibrium geometry from the Open Molecules 2025 dataset. Energies are from wB97M-V/def2-TZVPD.

## Properties
Strongest force on any atom   1.69 eV Å⁻¹
Frontier orbital gap   0.1577 hartree
HOMO level   -0.32324 Eh
LUMO energy   -4.5 eV

ORCA input file:
```
! wB97M-V def2-TZVPD RIJCOSX def2/J DEFGRID3
* xyz 1 1
C -6.999 0.413 4.439
N -6.613 -0.900 3.965
C -7.108 -1.990 4.785
C -5.825 -1.086 2.866
C -5.537 -2.383 2.349
C -4.592 -2.559 1.345
C -3.954 -1.451 0.737
C -2.912 -1.618 -0.259
C -2.150 -2.810 -0.326
C -1.187 -3.116 -1.280
C -0.823 -4.470 -1.618
C -0.096 -4.717 -2.813
C 0.264 -6.015 -3.171
C -0.079 -7.095 -2.340
C -0.830 -6.872 -1.179
C -1.212 -5.581 -0.823
C -2.645 -0.505 -1.181
C -1.340 -0.041 -1.427
C -1.105 0.982 -2.337
C -2.182 1.619 -3.010
N -1.958 2.711 -3.816
C -2.880 3.106 -4.863
C -0.766 3.522 -3.679
C -3.500 1.133 -2.784
C -3.716 0.118 -1.863
C -4.333 -0.157 1.175
C -5.202 0.035 2.236
H -7.016 1.135 3.621
H -7.998 0.362 4.879
H -6.317 0.784 5.215
H -6.511 -2.903 4.660
H -7.079 -1.693 5.843
H -8.160 -2.229 4.553
H -6.046 -3.261 2.748
H -4.360 -3.555 0.978
H -2.361 -3.561 0.431
H -0.808 -2.328 -1.931
H 0.161 -3.864 -3.436
H 0.791 -6.189 -4.115
H 0.196 -8.115 -2.630
H -1.150 -7.718 -0.561
H -1.805 -5.424 0.075
H -0.506 -0.490 -0.890
H -0.080 1.286 -2.560
H -3.494 2.256 -5.186
H -3.561 3.910 -4.543
H -2.319 3.472 -5.731
H -0.407 3.511 -2.642
H 0.053 3.164 -4.323
H -0.976 4.561 -3.952
H -4.348 1.585 -3.302
H -4.733 -0.232 -1.685
H -3.910 0.730 0.687
H -5.368 1.055 2.596
C 2.216 3.505 -1.835
C 3.642 3.134 -1.470
C 4.294 2.545 -2.716
C 4.447 4.379 -1.091
N 3.625 2.128 -0.375
P 4.064 0.501 -0.545
H 2.716 -0.206 -0.569
N 4.429 0.405 1.103
C 5.359 -0.584 1.699
C 6.423 0.093 2.563
C 6.100 -1.339 0.601
C 4.568 -1.601 2.506
C 3.870 1.468 1.830
C 3.401 2.474 0.967
C 2.708 3.578 1.470
C 2.560 3.696 2.861
C 3.027 2.694 3.719
C 3.656 1.548 3.208
H 1.670 3.960 -1.004
H 2.207 4.208 -2.686
H 1.666 2.602 -2.129
H 5.348 2.293 -2.550
H 3.761 1.664 -3.095
H 4.272 3.310 -3.508
H 5.482 4.117 -0.831
H 4.501 5.048 -1.965
H 4.007 4.954 -0.270
H 6.021 0.586 3.454
H 7.138 -0.672 2.906
H 6.999 0.824 1.979
H 5.425 -1.898 -0.056
H 6.730 -0.675 0.001
H 6.770 -2.064 1.084
H 3.855 -2.111 1.847
H 5.254 -2.353 2.927
H 4.001 -1.144 3.320
H 2.270 4.317 0.797
H 2.066 4.572 3.272
H 2.892 2.796 4.790
H 3.947 0.727 3.865
*
```